A structure of composition C71H63BrN6O7Ti in a non-equilibrium geometry. Source: OMol25; level of theory: ωB97M-V/def2-TZVPD.

```
149
Properties=species:S:1:pos:R:3
Ti 0.022 -0.269 0.764
O 0.424 -1.130 2.248
C 1.520 -1.287 3.113
C 1.960 0.083 3.708
C 2.121 1.267 2.780
C 3.236 2.089 2.773
C 3.160 3.301 2.100
C 1.981 3.672 1.475
C 0.912 2.789 1.506
C -0.473 3.154 0.997
C -1.515 2.126 1.476
O -1.250 0.940 0.758
C -2.962 2.583 1.254
C -3.797 1.838 0.432
C -5.149 2.141 0.322
C -5.681 3.210 1.029
C -4.842 3.988 1.820
C -3.496 3.675 1.935
C -1.471 1.918 3.015
C -1.029 2.892 3.905
C -1.120 2.694 5.276
C -1.698 1.537 5.784
C -2.169 0.575 4.902
C -2.036 0.760 3.533
N 1.017 1.607 2.112
C 1.105 -2.126 4.337
C -0.233 -2.417 4.558
C -0.626 -3.103 5.703
C 0.319 -3.512 6.631
C 1.664 -3.237 6.406
C 2.055 -2.548 5.267
C 2.654 -2.060 2.437
C 2.367 -3.358 2.016
C 3.354 -4.172 1.486
C 4.661 -3.705 1.399
C 4.954 -2.418 1.818
C 3.952 -1.590 2.313
H 1.148 0.365 4.383
H 2.855 -0.064 4.306
H 4.133 1.807 3.314
H 4.005 3.983 2.106
H 1.877 4.642 1.003
H -0.739 4.161 1.316
H -0.473 3.136 -0.094
H -3.374 1.014 -0.125
H -5.783 1.526 -0.309
H -6.739 3.435 0.974
H -5.243 4.834 2.367
H -2.865 4.278 2.580
H -0.586 3.816 3.546
H -0.745 3.457 5.950
H -1.790 1.394 6.853
H -2.653 -0.318 5.281
H -2.389 0.005 2.844
H -0.959 -2.103 3.822
H -1.679 -3.299 5.871
H 0.017 -4.047 7.524
H 2.413 -3.555 7.124
H 3.108 -2.346 5.098
H 1.347 -3.720 2.108
H 3.107 -5.175 1.154
H 5.444 -4.339 1.000
H 5.973 -2.056 1.768
H 4.200 -0.575 2.602
O 4.408 1.551 -0.401
C 4.611 0.344 -0.997
C 5.888 -0.195 -1.115
C 6.089 -1.380 -1.804
C 5.013 -2.029 -2.386
C 3.737 -1.501 -2.235
C 3.509 -0.324 -1.532
C 2.082 0.182 -1.390
O 1.548 0.173 -0.099
N 2.073 1.545 -1.932
N 0.911 2.117 -2.216
C 0.908 3.097 -3.039
C -0.287 3.894 -3.323
Br -1.802 3.575 -2.215
C -0.378 4.864 -4.231
C 0.669 5.201 -5.220
C 1.025 6.534 -5.432
C 1.966 6.875 -6.391
C 2.554 5.889 -7.173
C 2.201 4.560 -6.980
C 1.270 4.219 -6.009
H 5.248 1.886 -0.075
H 6.727 0.325 -0.660
H 7.087 -1.796 -1.879
H 5.157 -2.943 -2.950
H 2.888 -2.005 -2.679
H 1.466 -0.435 -2.037
H 2.890 1.825 -2.455
H 1.824 3.413 -3.544
H -1.280 5.466 -4.256
H 0.566 7.308 -4.826
H 2.241 7.913 -6.531
H 3.283 6.153 -7.930
H 2.646 3.788 -7.596
H 0.982 3.182 -5.872
C -5.248 0.122 -3.989
O -5.070 -0.458 -2.704
C -5.655 -1.662 -2.481
C -6.449 -2.293 -3.429
C -7.126 -3.468 -3.129
C -7.013 -4.020 -1.866
C -6.186 -3.409 -0.936
C -5.474 -2.249 -1.221
N -4.693 -1.703 -0.166
C -3.311 -1.522 -0.109
N -2.664 -1.145 -1.264
C -1.415 -1.755 -1.580
C -0.361 -1.756 -0.679
C 0.690 -2.644 -0.971
C 0.716 -3.410 -2.120
C -0.304 -3.301 -3.064
C -1.381 -2.484 -2.776
O -2.479 -2.358 -3.577
C -2.358 -2.841 -4.900
N -2.650 -1.727 0.974
C -3.241 -2.241 2.130
C -4.266 -1.607 2.829
C -4.767 -2.131 4.021
C -4.242 -3.305 4.524
C -3.208 -3.956 3.849
C -2.706 -3.434 2.668
O -1.707 -3.997 1.954
C -1.184 -5.223 2.430
H -4.790 1.103 -3.940
H -6.306 0.230 -4.234
H -4.753 -0.474 -4.760
H -6.566 -1.861 -4.413
H -7.754 -3.929 -3.882
H -7.552 -4.921 -1.603
H -6.077 -3.844 0.054
H -5.020 -2.033 0.728
H -3.259 -0.960 -2.053
H 1.531 -2.714 -0.295
H 1.543 -4.087 -2.310
H -0.260 -3.876 -3.980
H -3.245 -2.505 -5.432
H -2.324 -3.933 -4.930
H -1.467 -2.439 -5.389
H -4.640 -0.658 2.455
H -5.558 -1.613 4.549
H -4.615 -3.724 5.451
H -2.797 -4.866 4.270
H -0.484 -5.564 1.670
H -1.969 -5.974 2.555
H -0.656 -5.095 3.380
```

Results
- Multiplicity: 1
- Energy above the lowest of the compared OMol25 structures with the same formula, charge and spin: 0.0 kcal/mol
- Strongest force on any atom: 1.93 eV Å⁻¹
- E_LUMO: 0.418 eV
- HOMO-LUMO gap: 7.83 eV



A structure of composition AsF6H24O12 in a non-equilibrium geometry. Source: OMol25; level of theory: ωB97M-V/def2-TZVPD.

```
43
Properties=species:S:1:pos:R:3
As 20.556 6.884 -3.821
F 19.252 5.748 -3.866
F 19.775 8.200 -4.702
F 21.927 8.003 -3.718
F 21.432 5.757 -2.797
F 21.095 6.108 -5.301
F 19.904 7.585 -2.328
O 23.448 11.099 -4.017
H 22.596 10.927 -3.597
H 23.946 11.600 -3.364
O 19.617 11.179 -5.843
H 20.301 10.830 -5.262
H 19.194 11.876 -5.329
O 19.571 3.581 -6.168
H 20.496 3.322 -6.227
H 19.571 4.522 -6.390
O 18.357 5.428 -0.910
H 18.976 6.044 -1.327
H 18.708 5.291 -0.024
O 16.456 8.508 -1.804
H 17.142 8.054 -1.294
H 16.126 9.202 -1.221
O 20.586 8.097 -7.634
H 20.871 7.740 -6.782
H 21.296 8.688 -7.902
O 17.534 2.871 -4.402
H 18.225 3.086 -5.062
H 17.568 3.598 -3.768
O 22.639 7.347 -0.202
H 23.315 8.007 -0.385
H 22.281 7.121 -1.071
O 24.110 5.923 -3.700
H 23.427 5.640 -3.082
H 24.167 6.875 -3.567
O 18.048 6.712 -6.573
H 18.344 6.415 -7.440
H 18.700 7.379 -6.312
O 17.804 9.920 -3.763
H 18.563 9.423 -4.109
H 17.328 9.287 -3.176
O 16.242 6.543 -4.388
H 17.084 6.521 -4.873
H 15.874 7.408 -4.591
```

Results
- Total charge: -1
- Multiplicity: 1
- Energy above the lowest of the compared OMol25 structures with the same formula, charge and spin: 22.2 kcal/mol
- Strongest force on any atom: 1.04 eV Å⁻¹
- E_LUMO: 2.300 eV
- HOMO-LUMO gap: 9.76 eV



A cluster of 11 separate species, C52H95N11 in total in a non-equilibrium geometry. Source: OMol25; level of theory: ωB97M-V/def2-TZVPD.

```
158
Properties=species:S:1:pos:R:3
N -4.777 -17.209 -13.031
C -3.803 -18.158 -13.196
C -4.295 -19.403 -12.875
C -5.667 -19.179 -12.529
C -5.920 -17.850 -12.614
H -4.689 -16.240 -13.279
H -2.810 -17.850 -13.489
H -3.804 -20.359 -12.822
H -6.357 -19.949 -12.216
H -6.822 -17.301 -12.396
N -9.807 -17.166 -10.753
C -10.382 -15.964 -10.424
C -9.578 -15.354 -9.497
C -8.496 -16.222 -9.211
C -8.676 -17.327 -10.021
H -10.101 -17.768 -11.527
H -11.219 -15.539 -10.952
H -9.795 -14.405 -9.031
H -7.785 -16.123 -8.410
H -8.078 -18.224 -10.056
N -1.995 -14.748 -13.520
C -2.576 -14.138 -12.446
C -3.276 -13.047 -12.886
C -3.189 -13.024 -14.285
C -2.360 -14.079 -14.653
H -1.298 -15.479 -13.484
H -2.443 -14.529 -11.448
H -3.927 -12.363 -12.363
H -3.638 -12.260 -14.898
H -2.030 -14.308 -15.653
N -2.469 -19.641 -17.392
C -1.955 -20.421 -18.414
C -2.012 -21.726 -18.001
C -2.647 -21.761 -16.740
C -2.882 -20.459 -16.384
H -2.686 -18.669 -17.512
H -1.521 -19.916 -19.260
H -1.594 -22.524 -18.594
H -2.853 -22.616 -16.118
H -3.383 -20.088 -15.503
N -7.902 -14.637 -12.276
C -6.634 -14.408 -12.755
C -6.735 -13.705 -13.918
C -8.117 -13.431 -14.151
C -8.790 -14.057 -13.129
H -8.116 -15.023 -11.367
H -5.736 -14.679 -12.223
H -5.934 -13.414 -14.578
H -8.605 -12.794 -14.869
H -9.846 -13.981 -12.921
N -7.259 -16.223 -15.833
C -7.060 -17.550 -16.089
C -7.420 -17.785 -17.397
C -7.817 -16.555 -17.968
C -7.726 -15.612 -16.973
H -7.138 -15.794 -14.928
H -6.546 -18.173 -15.372
H -7.337 -18.695 -17.969
H -8.191 -16.506 -18.976
H -7.994 -14.571 -16.888
N -3.457 -15.246 -8.585
C -4.409 -16.076 -9.147
C -3.688 -17.030 -9.833
C -2.343 -16.697 -9.788
C -2.182 -15.586 -9.007
H -3.641 -14.560 -7.876
H -5.467 -15.989 -8.995
H -4.030 -17.936 -10.315
H -1.585 -17.264 -10.310
H -1.349 -15.030 -8.615
C -10.650 -21.019 -11.195
C -11.785 -20.315 -11.988
N -11.307 -19.031 -12.524
C -10.536 -19.250 -13.759
C -9.688 -18.041 -14.175
C -12.417 -18.112 -12.804
C -13.306 -17.836 -11.588
H -11.169 -21.797 -10.633
H -10.105 -20.309 -10.580
H -9.934 -21.475 -11.877
H -12.106 -20.947 -12.829
H -12.612 -20.224 -11.294
H -9.910 -20.117 -13.555
H -11.196 -19.531 -14.594
H -10.275 -17.130 -14.277
H -8.894 -17.879 -13.443
H -9.209 -18.230 -15.136
H -13.053 -18.491 -13.619
H -12.025 -17.136 -13.096
H -13.881 -16.919 -11.726
H -12.691 -17.658 -10.703
H -14.008 -18.632 -11.345
C 0.988 -16.160 -11.958
C 0.767 -17.442 -12.765
N 0.070 -17.257 -14.052
C 0.762 -16.240 -14.883
C 2.206 -16.587 -15.229
C -0.007 -18.522 -14.786
C -0.563 -19.724 -14.033
H 1.786 -15.569 -12.407
H 1.366 -16.523 -11.000
H 0.061 -15.606 -11.842
H 1.718 -17.979 -12.870
H 0.057 -18.034 -12.179
H 0.184 -16.026 -15.790
H 0.706 -15.235 -14.452
H 2.666 -15.820 -15.852
H 2.842 -16.762 -14.360
H 2.276 -17.521 -15.788
H 0.950 -18.851 -15.215
H -0.556 -18.342 -15.716
H -0.588 -20.547 -14.747
H -1.531 -19.598 -13.552
H 0.115 -20.062 -13.246
C -6.594 -21.420 -17.096
C -6.320 -21.681 -15.621
N -7.180 -22.685 -14.997
C -7.112 -23.973 -15.665
C -5.704 -24.519 -15.808
C -8.528 -22.186 -14.805
C -9.401 -23.109 -13.957
H -5.855 -20.736 -17.520
H -7.550 -20.919 -17.270
H -6.618 -22.311 -17.725
H -5.276 -21.965 -15.462
H -6.295 -20.738 -15.066
H -7.674 -24.000 -16.613
H -7.654 -24.696 -15.047
H -5.218 -24.654 -14.838
H -5.059 -23.921 -16.449
H -5.749 -25.552 -16.162
H -8.471 -21.252 -14.239
H -9.047 -21.993 -15.755
H -8.894 -23.407 -13.038
H -10.342 -22.605 -13.739
H -9.587 -24.033 -14.509
C 1.539 -19.265 -9.396
C 1.200 -20.620 -10.023
N -0.076 -21.172 -9.554
C -0.045 -21.530 -8.141
C 1.033 -22.548 -7.835
C -1.223 -20.394 -9.971
C -2.487 -21.232 -10.005
H 1.671 -19.266 -8.312
H 0.828 -18.490 -9.680
H 2.533 -18.919 -9.708
H 1.131 -20.463 -11.107
H 1.974 -21.388 -10.032
H 0.006 -20.669 -7.462
H -0.980 -22.048 -7.906
H 0.865 -22.964 -6.838
H 1.119 -23.379 -8.534
H 2.030 -22.096 -7.803
H -1.028 -19.868 -10.911
H -1.390 -19.545 -9.281
H -2.349 -22.237 -10.410
H -3.302 -20.701 -10.498
H -2.824 -21.462 -8.989
```

Results
- Multiplicity: 1
- Energy above the lowest of the compared OMol25 structures with the same formula, charge and spin: 12.8 kcal/mol
- Strongest force on any atom: 1.50 eV Å⁻¹
- E_LUMO: 0.699 eV
- SMILES string: c1cc[nH]c1.c1cc[nH]c1.c1cc[nH]c1.c1cc[nH]c1.c1cc[nH]c1.c1cc[nH]c1.c1cc[nH]c1.CCN(CC)CC.CCN(CC)CC.CCN(CC)CC.CCN(CC)CC
- HOMO-LUMO gap: 8.55 eV



no.,total energy (hartree),HOMO energy (eV)
1,-7022.15923,-7.417
2,-3752.49184,-7.462
3,-2640.57881,-7.849